No. 1
This record from the Open Molecules 2025 dataset describes C23H28EuNO4S as an isolated structure in a non-equilibrium geometry. The level of theory is ωB97M-V/def2-TZVPD.

- ΔE to the lowest compared entry with this formula, charge and spin: 465.3 kJ/mol
- E_tot: -2357.39034 Ha
- HOMO-LUMO gap (spin up / spin down): 0.1946 / 0.2605 hartree

ORCA input file:
```
! RIJCOSX wB97M-V def2-TZVPD def2/J DEFGRID3
* xyz -1 8
C 2.44 -0.14 2.51
C 2.49 -0.84 1.28
C 2.12 0.05 0.25
H 2.74 -1.88 1.16
C 1.89 1.31 0.83
C 2.09 1.20 2.22
H 1.55 2.19 0.32
C -1.04 -1.74 2.88
C 0.06 -2.46 2.37
C -0.04 -2.46 0.96
H 0.85 -2.90 2.95
C -1.18 -1.74 0.58
C -1.80 -1.30 1.78
H 2.06 -0.18 -0.80
H 1.92 1.97 2.94
H 2.66 -0.54 3.48
H -2.68 -0.69 1.85
H 0.67 -2.92 0.29
H -1.24 -1.53 3.91
Eu 0.26 -0.21 1.65
C -1.72 -1.53 -0.83
C -3.22 -1.80 -0.81
C -1.03 -2.48 -1.81
H -3.42 -2.81 -0.45
H -3.64 -1.69 -1.80
H -3.74 -1.11 -0.14
H -1.22 -3.52 -1.54
H 0.05 -2.33 -1.82
H -1.41 -2.32 -2.81
C -1.42 -0.08 -1.21
C -1.96 0.45 -2.52
H -0.33 0.06 -1.22
H -1.78 0.59 -0.42
O -2.86 -0.07 -3.17
N -1.36 1.59 -2.97
C -0.17 2.22 -2.44
H -1.68 1.88 -3.88
C 1.15 1.64 -2.90
C 2.33 2.27 -2.51
H 2.28 3.14 -1.86
C 3.56 1.78 -2.91
H 4.47 2.27 -2.59
C 3.63 0.64 -3.71
H 4.59 0.26 -4.03
C 2.46 0.01 -4.10
H 2.50 -0.87 -4.73
C 1.23 0.51 -3.70
H 0.32 0.01 -4.02
H -0.20 2.19 -1.35
H -0.21 3.27 -2.71
C -2.31 1.12 5.42
S -1.09 1.47 4.12
O -1.74 1.63 2.74
O -0.44 2.85 4.31
O 0.23 0.39 3.90
H -3.17 1.82 5.32
H -1.83 1.27 6.42
H -2.66 0.08 5.33
*
```

***

No. 2
This record from the Open Molecules 2025 dataset describes a single C3H8N2 molecule in a non-equilibrium geometry. The level of theory is ωB97M-V/def2-TZVPD.

- ΔE to the lowest compared entry with this formula, charge and spin: 208.2 kJ/mol
- E_tot: -228.56936 Ha
- HOMO-LUMO gap: 0.3474 hartree

ORCA input file:
```
! RIJCOSX wB97M-V def2-TZVPD def2/J DEFGRID3
* xyz 0 1
C 1.25 -1.22 -0.51
C -1.22 -0.68 -0.40
C 0.38 0.88 0.48
H 0.87 -1.91 -1.44
H 1.67 -1.94 0.37
H 2.15 -0.54 -0.86
H -1.82 -0.72 0.53
H -1.30 -1.63 -0.87
H -1.71 0.02 -1.06
H 1.43 1.04 0.75
H -1.43 1.52 0.53
N 0.12 -0.36 -0.08
N -0.45 1.82 0.74
*
```

***

No. 3
This record from the Open Molecules 2025 dataset describes a single C15H25NO molecule. The level of theory is ωB97M-V/def2-TZVPD.

- ΔE to the lowest compared entry with this formula, charge and spin: 0.0 kJ/mol
- E_tot: -716.53893 Ha
- HOMO-LUMO gap: 0.3394 hartree

ORCA input file:
```
! RIJCOSX wB97M-V def2-TZVPD def2/J DEFGRID3
* xyz 0 1
C 5.34 1.06 0.97
H 5.41 0.18 1.59
H 4.75 1.81 1.50
H 6.34 1.45 0.80
C 4.67 0.75 -0.37
N 3.29 0.36 -0.20
C 2.49 0.53 -1.39
H 2.78 1.47 -1.87
C 0.99 0.62 -1.07
O 0.46 -0.68 -0.94
C -0.82 -0.83 -0.51
C -1.71 0.21 -0.27
C -3.00 -0.04 0.17
C -3.40 -1.36 0.37
C -2.52 -2.40 0.13
C -1.24 -2.15 -0.30
H -0.54 -2.94 -0.49
H -2.84 -3.42 0.29
H -4.40 -1.57 0.71
C -3.96 1.09 0.42
C -3.43 2.03 1.51
H -3.23 1.48 2.42
H -4.17 2.80 1.73
H -2.52 2.52 1.19
C -4.24 1.86 -0.87
H -3.34 2.34 -1.25
H -4.62 1.19 -1.64
H -4.99 2.64 -0.70
H -4.91 0.67 0.77
H -1.40 1.23 -0.43
H 0.48 1.15 -1.88
H 0.87 1.19 -0.13
H 2.63 -0.29 -2.12
C 3.12 -0.94 0.44
C 2.45 -0.82 1.80
H 3.00 -0.14 2.44
H 2.41 -1.80 2.29
H 1.44 -0.45 1.70
H 2.51 -1.59 -0.20
H 4.10 -1.42 0.56
H 5.26 -0.02 -0.90
H 4.69 1.66 -0.98
*
```